Molecular formula: C4HLaLiO5
Method: DFT, ωB97M-V with the def2-TZVPD basis set

```
12
Properties=species:S:1:pos:R:3:mulliken_spin:R:1
O -1.4615 0.4486 0.0288 0.01
O 0.7907 0.6513 0.2523 0.06
O -0.0965 -0.4329 -1.4472 0.01
C 1.5299 1.2521 2.4670 0.03
C 0.7016 1.3435 1.4223 0.87
C -0.3104 0.2519 -0.4154 0.01
H 1.4445 2.0193 3.2417 0.03
La -2.7524 -0.8983 -2.0315 -1.02
O 3.3430 -0.5537 1.0130 0.21
C 3.0132 -0.9709 2.1111 0.55
O 2.2757 0.1877 2.8300 0.23
Li 2.6899 0.3871 -0.4237 0.01
```

Summary:
Multiplicity ... 2
Charge ... +2
Electronic energy ... -15443.791 eV
E_HOMO (alpha / beta) ... -16.01 / -14.31 eV
F_max ... 7.36 eV/A
Kohn-Sham gap (alpha / beta) ... 0.28031 / 0.16428 Ha
Relative energy (zero: lowest compared OMol25 entry of this formula, charge and spin) ... 2.4792 eV